No. 1
Density functional theory data (ωB97M-V with the def2-TZVPD basis set) for a cluster of 6 separate species, C6H24NO6 in total.

```
37
C6H24NO6, DFT ωB97M-V with the def2-TZVPD basis set
C -1.43186 -0.34579 -1.79128
N -1.20850 0.27658 -0.48387
C -0.02640 -0.30398 0.19412
C -0.26164 -0.53004 1.70333
C -1.21516 -1.70002 1.93987
C -0.80144 0.71752 2.40769
C 1.23088 0.57156 -0.02784
O 1.53541 0.77066 -1.36529
H -2.14071 0.25485 -2.36916
H -1.90024 -1.31723 -1.62818
H -0.53573 -0.41010 -2.40605
H -1.04684 1.26391 -0.58835
H 0.20026 -1.26819 -0.26962
H 0.70239 -0.80575 2.14525
H -0.80783 -2.62648 1.52585
H -2.17746 -1.52711 1.45939
H -1.39824 -1.86827 3.00265
H -0.92013 0.54153 3.47939
H -1.79172 0.96879 2.03158
H -0.13165 1.56435 2.28407
H 2.09080 0.10240 0.48887
H 1.06582 1.57604 0.39374
H 1.68695 -0.37116 -2.03337
H 2.65290 -0.95367 -3.14317
O 1.91383 -1.28407 -2.60237
H 1.74509 2.67099 1.24562
H 3.14001 2.39198 1.72728
O 2.40809 2.99948 1.86030
H 0.50070 3.27529 -2.47133
H 0.55870 1.71913 -2.04086
O -0.05912 2.48950 -2.33119
H 2.50496 -2.53103 -1.55907
H 1.97685 -3.34043 -0.35904
O 2.75645 -3.25436 -0.91688
H -4.15727 -0.00240 -0.36463
H -2.84923 0.20313 0.35591
O -3.80894 0.08237 0.50666
```

Output
Total charge: -1
Energy in hartree: -749.26258
E_HOMO in Ha: -0.196
Relative energy (zero: lowest compared OMol25 entry of this formula, charge and spin) in kcal per mole: 1.3
Molecular weight in g/mol: 206.259
LUMO energy in eV: 3.32
Orbital gap in eV: 8.7

Atom charges from the Mulliken analysis, given in e for atoms 1 to 8: C -1.14; N -0.32; C -0.04; C 0.22; C -1.41; C -1.30; C -0.87; O -0.87

***

No. 2
Density functional theory data (ωB97M-V with the def2-TZVPD basis set) for a cluster of 7 separate species, C6H24NO7 in total.

```
38
C6H24NO7, DFT ωB97M-V with the def2-TZVPD basis set
C -0.46294 2.65868 2.14944
O -1.61420 2.05213 1.61843
C 0.64480 1.69404 2.70052
C 1.78058 1.48468 1.71834
C 1.26892 0.98188 0.36904
C 0.76613 -0.27710 0.39709
N 0.13339 -0.71258 -0.82744
C -0.30508 -1.91075 -0.89980
H 0.15928 3.07055 1.32398
H -0.89371 3.32064 2.88145
H -1.41952 1.34042 0.99976
H 0.25974 0.69034 2.97191
H 1.09515 2.08572 3.63442
H 2.57423 2.23935 1.75972
H 2.42920 0.61899 2.02333
H 1.42279 1.47207 -0.56397
H 0.28015 -0.77454 1.25976
H -0.19946 -0.01587 -1.48788
H -1.04988 -2.27932 -1.56499
H -0.26305 -2.64255 -0.09703
H 1.58843 -2.18283 -3.07210
H 0.51610 -3.15064 -3.01994
O 0.61479 -2.18640 -3.10477
H -0.74277 -1.72098 3.19293
H -1.65312 -2.23799 2.09993
O -0.76423 -1.89334 2.24099
H 0.83758 1.93170 -3.05722
H 1.12588 0.46219 -3.36588
O 1.17578 1.12166 -2.66232
H -1.58154 2.09647 -2.57718
H -2.36451 2.46663 -1.32184
O -2.16519 1.72585 -1.90576
H 2.52786 -1.78294 1.38804
H 2.40112 -3.18949 1.81458
O 2.48429 -2.66554 1.00266
H -3.10808 -0.26402 -1.86640
H -3.41573 -1.71188 -1.44932
O -2.70055 -1.07012 -1.50516
```

Output
Total charge: +1
Energy in hartree: -824.11157
E_HOMO in Ha: -0.465
Relative energy (zero: lowest compared OMol25 entry of this formula, charge and spin) in kcal per mole: 78.6
Molecular weight in g/mol: 222.258
LUMO energy in eV: -3.32
Orbital gap in eV: 9.3

Atom charges from the Mulliken analysis, given in e for atoms 1 to 8: C -0.43; O -0.54; C -0.35; C -1.04; C -0.20; C -0.84; N 0.42; C -0.66

***

> Which formula does entry 1 have?

C6H24NO6

***

Copy entry 2 word for word.
Density functional theory data (ωB97M-V with the def2-TZVPD basis set) for a cluster of 7 separate species, C6H24NO7 in total.

```
38
C6H24NO7, DFT ωB97M-V with the def2-TZVPD basis set
C -0.46294 2.65868 2.14944
O -1.61420 2.05213 1.61843
C 0.64480 1.69404 2.70052
C 1.78058 1.48468 1.71834
C 1.26892 0.98188 0.36904
C 0.76613 -0.27710 0.39709
N 0.13339 -0.71258 -0.82744
C -0.30508 -1.91075 -0.89980
H 0.15928 3.07055 1.32398
H -0.89371 3.32064 2.88145
H -1.41952 1.34042 0.99976
H 0.25974 0.69034 2.97191
H 1.09515 2.08572 3.63442
H 2.57423 2.23935 1.75972
H 2.42920 0.61899 2.02333
H 1.42279 1.47207 -0.56397
H 0.28015 -0.77454 1.25976
H -0.19946 -0.01587 -1.48788
H -1.04988 -2.27932 -1.56499
H -0.26305 -2.64255 -0.09703
H 1.58843 -2.18283 -3.07210
H 0.51610 -3.15064 -3.01994
O 0.61479 -2.18640 -3.10477
H -0.74277 -1.72098 3.19293
H -1.65312 -2.23799 2.09993
O -0.76423 -1.89334 2.24099
H 0.83758 1.93170 -3.05722
H 1.12588 0.46219 -3.36588
O 1.17578 1.12166 -2.66232
H -1.58154 2.09647 -2.57718
H -2.36451 2.46663 -1.32184
O -2.16519 1.72585 -1.90576
H 2.52786 -1.78294 1.38804
H 2.40112 -3.18949 1.81458
O 2.48429 -2.66554 1.00266
H -3.10808 -0.26402 -1.86640
H -3.41573 -1.71188 -1.44932
O -2.70055 -1.07012 -1.50516
```

Output
Total charge: +1
Energy in hartree: -824.11157
E_HOMO in Ha: -0.465
Relative energy (zero: lowest compared OMol25 entry of this formula, charge and spin) in kcal per mole: 78.6
Molecular weight in g/mol: 222.258
LUMO energy in eV: -3.32
Orbital gap in eV: 9.3

Atom charges from the Mulliken analysis, given in e for atoms 1 to 8: C -0.43; O -0.54; C -0.35; C -1.04; C -0.20; C -0.84; N 0.42; C -0.66